# C4H6FIO

A 2-piece molecular cluster, C4H6FIO overall (the ωB97M-V functional and the def2-TZVPD basis, OMol25).

For the energy above the lowest of the compared OMol25 structures with the same formula, charge and spin, the calculation gives 53.5 kcal per mole. For the HOMO energy (spin up / spin down), the calculation gives -8.038 / -8.038 eV. As for the charge: 0. Its spin multiplicity is 1. As for the LUMO energy (spin up / spin down): 0.36 / 0.36 eV. As for the frontier orbital gap (spin up / spin down): 8.401 / 8.400 eV.

Structure (XYZ):
```
13
Properties=species:S:1:pos:R:3:forces:R:3
I 2.6190 0.4440 1.0907 -0.3 0.3 0.2
F -1.4093 -2.8229 0.8028 -0.8 -0.5 -0.3
O -1.3837 0.0616 1.6535 -0.2 -0.7 -0.6
C 0.9545 0.4523 -0.2088 -3.8 1.0 3.6
C -0.8540 -0.5301 0.7906 3.3 2.6 0.4
C 0.2334 1.7717 -0.5400 1.7 -0.2 -2.1
C -0.7848 -1.8248 0.1229 1.1 0.4 0.0
H 0.2273 2.5012 0.2923 -0.3 -0.7 -0.4
H 1.2528 -0.2530 -0.8805 0.3 -1.3 -2.5
H -0.7622 1.5147 -0.9769 0.6 0.5 0.7
H 0.8053 2.2586 -1.4164 -0.8 -0.3 1.3
H 0.3246 -2.0580 0.1422 -1.3 0.2 -0.6
H -1.2227 -1.5152 -0.8722 0.5 -1.3 0.5
```
Forces are in eV/Å.